Formula: C7H10N4O2
Source: the Open Molecules 2025 dataset
Level of theory: the ωB97M-V functional and the def2-TZVPD basis

Computed properties:
Net charge: 0
Kohn-Sham gap, Eh: 0.371
Max |F|, Eh/bohr: 0.0606
Relative energy (zero: lowest compared OMol25 entry of this formula, charge and spin), kJ/mol: 83.6
SMILES: CCOC(=O)Nc1cc(N)ncn1
E_HOMO, eV: -9.49

Atoms and positions in Å:
C  -4.48617  -0.50811  0.45515
C  -3.49832  0.30748  -0.43532
C  -1.19919  0.50315  -0.10687
C  1.24080  0.13517  -0.06670
C  2.30286  -0.69484  -0.19650
C  3.58078  -0.24040  -0.11060
C  2.71918  1.88469  0.00116
H  -4.38918  -1.59399  0.13096
H  -4.18155  -0.48346  1.54626
H  -5.52914  -0.20367  0.35974
H  -3.96838  0.31734  -1.46991
H  -3.38115  1.27709  0.06437
H  -0.34204  -1.15489  0.16527
H  2.16166  -1.75614  -0.10835
H  4.45474  -2.04453  0.56917
H  5.29810  -1.22939  -0.73061
H  2.90379  2.93025  0.13202
N  -0.03522  -0.25717  0.02067
N  4.67009  -1.10844  0.08282
N  3.82607  1.09463  -0.01323
N  1.44085  1.43584  0.11871
O  -2.22855  -0.30310  -0.43986
O  -1.36004  1.69249  0.03167

Forces on atoms 1 to 6 (eV/Å):
1.54 -1.63 0.29
-2.51 0.04 0.68
-0.18 2.21 -0.09
0.96 2.81 0.95
0.05 -2.54 0.29
0.89 1.67 0.93

What are the Mulliken partial charges on each atom? They are as follows, in elementary charge units: atom 1 (C): -1.10, atom 2 (C): -0.13, atom 3 (C): 0.46, atom 4 (C): 0.62, atom 5 (C): -0.58, atom 6 (C): 0.63, atom 7 (C): -0.23, atom 8 (H): 0.26, atom 9 (H): 0.28, atom 10 (H): 0.37, atom 11 (H): 0.26, atom 12 (H): 0.30, atom 13 (H): 0.18, atom 14 (H): 0.28, atom 15 (H): 0.25, atom 16 (H): 0.26, atom 17 (H): 0.40, atom 18 (N): -0.01, atom 19 (N): -0.50, atom 20 (N): -0.56, atom 21 (N): -0.47, atom 22 (O): -0.38, atom 23 (O): -0.55